1.
The following is a DFT calculation (the ωB97M-V functional and the def2-TZVPD basis) of one molecule with the formula CH5O2PS2.

Structure (ORCA input):
```
! wB97M-V def2-TZVPD RIJCOSX def2/J DEFGRID3
* xyz 0 1
O 1.660 -0.071 -0.456
C 0.133 -0.587 -0.374
O 0.105 -1.948 -0.187
P -0.462 0.184 1.211
S -2.404 0.118 0.635
S -0.272 2.267 1.064
H 2.052 -0.760 -1.018
H -0.453 -0.329 -1.270
H 0.857 -2.123 0.389
H -2.174 1.050 -0.381
H 0.959 2.199 0.388
*
```

Summary:
highest occupied orbital energy = -8.89 eV

***

2.
The following is a DFT calculation (the ωB97M-V functional and the def2-TZVPD basis) of CH4O3 as an isolated structure.

Structure (ORCA input):
```
! wB97M-V def2-TZVPD RIJCOSX def2/J DEFGRID3
* xyz 0 1
C -0.530 0.407 -0.354
O -1.322 -0.646 0.030
O 1.959 -0.370 -0.110
O 0.661 0.612 0.286
H -0.277 0.184 -1.499
H -1.117 1.280 -0.028
H -1.317 -0.525 1.026
H 1.944 -0.941 0.650
*
```

Summary:
highest occupied orbital energy = -11.10 eV

***

3.
The following is a DFT calculation (the ωB97M-V functional and the def2-TZVPD basis) of C19H17FN2O4PtS as an isolated structure.

Structure (ORCA input):
```
! wB97M-V def2-TZVPD RIJCOSX def2/J DEFGRID3
* xyz -2 1
Pt 0.632 -0.516 -0.245
C 1.275 -3.616 2.545
C 1.393 -2.265 1.877
O 0.475 -2.056 1.010
C 2.409 -1.409 2.269
C 2.702 -0.109 1.752
C 3.858 0.664 2.324
N 1.997 0.417 0.797
N 2.385 1.657 0.292
C 1.765 1.885 -0.833
O 0.907 1.107 -1.400
C 2.081 3.155 -1.547
C 1.587 3.352 -2.833
C 1.874 4.522 -3.522
C 2.651 5.510 -2.932
C 3.138 5.320 -1.644
C 2.855 4.151 -0.956
H 1.463 -4.398 1.805
H 0.255 -3.750 2.906
H 1.974 -3.730 3.373
H 3.074 -1.772 3.042
H 4.333 0.097 3.123
H 3.519 1.626 2.710
H 4.589 0.883 1.544
H 0.967 2.578 -3.265
H 1.481 4.666 -4.522
H 2.869 6.426 -3.468
H 3.737 6.091 -1.172
H 3.225 3.985 0.047
O -9.064 -1.161 1.417
C -8.540 -0.660 0.244
O -9.279 -0.624 -0.716
C -7.156 -0.207 0.291
C -6.293 -0.392 1.390
C -5.013 0.097 1.398
C -4.472 0.839 0.305
S -2.920 1.521 0.353
C -5.341 0.962 -0.821
C -6.620 0.470 -0.821
H -8.396 -1.060 2.104
H -6.604 -0.965 2.263
H -4.368 -0.076 2.250
H -4.955 1.477 -1.692
H -7.256 0.600 -1.689
F -0.614 -1.435 -1.470
*
```

Summary:
highest occupied orbital energy = -1.00 eV

***

| no. | total energy (Eh) | orbital gap (eV) |
| --- | --- | --- |
| 1 | -1329.28367 | 9.47 |
| 2 | -266.06777 | 10.68 |
| 3 | -1762.16544 | 5.53 |